Arrangement A

An isolated molecule of C9H14N4O3, computed with ωB97M-V with the def2-TZVPD basis set.

```
30
Properties=species:S:1:pos:R:3:mulliken_charge:R:1
C 2.437 -2.374 1.136 -1.393
C 1.748 -1.636 -0.011 0.312
N 2.569 -1.831 -1.219 -0.707
C 1.355 -0.202 0.359 0.113
O 1.602 0.336 1.418 -0.650
N 0.634 0.342 -0.725 -0.243
C -0.005 1.607 -0.480 0.040
C -1.111 1.539 0.570 -0.676
C -2.199 0.591 0.102 0.295
C -3.459 0.553 0.601 -0.756
N -4.052 -0.551 0.085 -0.081
C -3.140 -1.141 -0.719 -0.419
N -1.983 -0.480 -0.713 -0.302
C 1.041 2.714 -0.244 0.187
O 0.779 3.792 0.260 -0.626
O 2.251 2.434 -0.696 -0.412
H 2.833 -3.315 0.768 0.405
H 3.225 -1.762 1.512 0.307
H 1.736 -2.621 1.992 0.285
H 0.799 -2.149 -0.221 0.328
H 2.015 -1.613 -2.026 0.326
H 3.280 -1.050 -1.243 0.262
H 0.007 -0.377 -1.117 0.656
H -0.534 1.935 -1.390 0.530
H -0.742 1.209 1.552 0.272
H -1.579 2.549 0.660 0.428
H -3.946 1.211 1.271 0.467
H -4.934 -0.928 0.385 0.208
H -3.403 -2.008 -1.287 0.469
H 2.777 3.230 -0.576 0.376
```

Orbital gap in eV: 9.47
LUMO level in eV: 0.52
SMILES string: C[C@H](N)C(=O)N[C@@H](Cc1c[nH]cn1)C(=O)O
HOMO level in eV: -8.95

---

Arrangement B

An isolated molecule of C9H14N4O3, computed with ωB97M-V with the def2-TZVPD basis set.

```
30
Properties=species:S:1:pos:R:3:mulliken_charge:R:1
C 2.523 0.442 0.048 -1.352
C 1.894 -0.940 -0.265 0.405
N 0.890 -1.308 0.701 -0.008
C -0.465 -1.251 0.600 0.334
O -1.174 -1.455 1.575 -0.699
C -1.103 -0.959 -0.772 -0.180
N -2.515 -1.317 -0.761 -0.748
C -0.973 0.524 -1.196 -0.664
C -1.461 1.473 -0.152 0.251
C -2.732 1.862 0.141 -0.627
N -2.626 2.707 1.211 -0.068
C -1.312 2.794 1.541 -0.380
N -0.567 2.069 0.738 -0.376
C 3.006 -1.983 -0.240 0.255
O 3.263 -2.698 0.679 -0.552
O 3.745 -1.953 -1.376 -0.453
H 3.181 0.751 -0.770 0.349
H 1.738 1.182 0.134 0.303
H 3.069 0.395 1.001 0.409
H 1.483 -0.911 -1.257 0.255
H 1.214 -1.546 1.639 0.270
H -0.614 -1.570 -1.535 0.530
H -2.894 -0.982 0.127 0.307
H -2.577 -2.298 -0.706 0.283
H -1.567 0.645 -2.123 0.407
H 0.096 0.759 -1.421 0.280
H -3.676 1.632 -0.298 0.516
H -3.396 3.137 1.656 0.156
H -0.937 3.390 2.364 0.438
H 4.487 -2.589 -1.284 0.358
```

Orbital gap in eV: 9.45
LUMO level in eV: 0.67
SMILES string: C[C@H](NC(=O)[C@@H](N)Cc1c[nH]cn1)C(=O)O
HOMO level in eV: -8.78

---

Of them, arrangement A has the lowest stability.

---

Arrangement A

An isolated molecule of C4H6NOP, computed with ωB97M-V with the def2-TZVPD basis set.

```
13
Properties=species:S:1:pos:R:3:mulliken_charge:R:1
O -1.843 0.145 1.034 -0.508
P -1.413 -0.082 -0.544 0.140
C -0.415 -1.570 -0.369 -0.278
C 0.920 -1.481 -0.105 -0.176
N 1.510 -0.398 0.410 -0.446
C 1.208 0.823 0.273 0.094
C 0.029 1.321 -0.540 -0.735
H -2.316 0.954 1.235 0.313
H -0.735 -2.590 -0.530 0.405
H 1.697 -2.359 -0.121 0.298
H 1.563 1.541 1.123 0.257
H -0.502 2.323 -0.201 0.356
H 0.297 1.374 -1.665 0.279
```

Orbital gap in eV: 8.87
LUMO level in eV: 0.06
SMILES string: OP1C=CN=CC1
HOMO level in eV: -8.82

---

Arrangement B

An isolated molecule of C4H6NOP, computed with ωB97M-V with the def2-TZVPD basis set.

```
13
Properties=species:S:1:pos:R:3:mulliken_charge:R:1
H -1.315 0.521 3.609 0.007
P -2.394 -0.101 2.794 -0.127
C -1.501 -0.142 1.379 0.028
C -0.101 0.070 0.939 -0.570
N -0.555 -0.103 -0.458 0.063
C 0.173 -0.390 -1.721 -0.901
C -1.849 -0.358 -0.136 0.557
O -2.879 -0.661 -0.725 -0.647
H 0.378 0.998 1.003 0.321
H 0.522 -0.646 1.285 0.310
H -0.601 -0.288 -2.373 0.397
H 0.865 0.541 -1.796 0.283
H 0.842 -1.232 -1.739 0.279
```

Orbital gap in eV: 9.14
LUMO level in eV: -0.39
SMILES string: [H]/P=C1\CN(C)C1=O
HOMO level in eV: -9.53

---

Of them, arrangement B has the lowest stability.

---

Arrangement A

An isolated molecule of C5H11P, computed with ωB97M-V with the def2-TZVPD basis set.

```
17
Properties=species:S:1:pos:R:3:mulliken_charge:R:1
C -1.694 -1.265 0.157 -1.518
C -0.834 -0.219 -0.582 0.093
C -0.964 1.241 -0.134 -0.677
C 0.345 0.667 0.320 -0.033
C 1.638 0.952 -0.295 -1.019
P 2.848 -0.480 -0.182 -0.028
H -1.120 -2.094 0.465 0.331
H -2.435 -1.502 -0.572 0.419
H -2.288 -0.857 0.846 0.431
H -0.505 -0.507 -1.660 0.353
H -0.860 2.217 -0.703 0.286
H -1.758 1.374 0.687 0.181
H 0.435 0.231 1.246 0.417
H 2.159 1.650 0.499 0.327
H 1.818 1.396 -1.340 0.383
H 1.945 -1.501 -0.566 0.023
H 2.713 -0.443 1.331 0.031
```

Orbital gap in eV: 9.57
LUMO level in eV: 1.10
SMILES string: C[C@H]1C[C@@H]1CP
HOMO level in eV: -8.47

---

Arrangement B

An isolated molecule of C5H11P, computed with ωB97M-V with the def2-TZVPD basis set.

```
17
Properties=species:S:1:pos:R:3:mulliken_charge:R:1
C -1.849 1.443 0.167 -0.823
C -0.981 0.448 0.052 0.634
C -1.368 -0.958 -0.298 -1.219
P 0.783 0.921 0.325 0.089
C 1.494 0.297 -1.271 -1.136
C 1.339 -0.464 1.435 -1.034
H -2.914 1.374 0.031 0.344
H -1.389 2.490 0.477 0.207
H -0.517 -1.635 -0.239 0.280
H -1.763 -0.998 -1.313 0.314
H -2.138 -1.320 0.381 0.350
H 1.213 -0.735 -1.469 0.360
H 1.139 0.932 -2.080 0.324
H 2.578 0.373 -1.220 0.357
H 2.229 -0.128 1.970 0.358
H 0.562 -0.669 2.168 0.305
H 1.583 -1.371 0.884 0.291
```

Orbital gap in eV: 9.72
LUMO level in eV: 1.07
SMILES string: C=C(C)P(C)C
HOMO level in eV: -8.65

---

Arrangement C

A cluster of 2 separate species, C5H11P in total, computed with ωB97M-V with the def2-TZVPD basis set.

```
17
Properties=species:S:1:pos:R:3:mulliken_charge:R:1
C 0.003 -0.544 -1.266 -0.818
C 0.410 -1.205 0.033 -0.048
C -0.691 -0.106 0.050 0.382
C 1.885 -1.042 0.549 -1.191
C -0.152 1.935 0.173 -1.079
P -2.393 -0.414 0.443 -0.150
H 0.567 0.209 -1.817 0.250
H -0.734 -1.061 -1.925 0.281
H 0.066 -2.253 0.096 0.397
H 2.379 -1.931 0.154 0.373
H 1.775 -1.142 1.698 0.261
H 2.476 -0.164 0.083 0.262
H -0.620 2.306 -0.711 0.391
H 0.914 2.050 0.173 0.281
H -0.496 2.345 1.068 0.390
H -2.845 0.728 -0.383 0.017
H -2.543 0.288 1.580 0.000
```

Orbital gap in eV: 9.63
LUMO level in eV: 1.00
HOMO level in eV: -8.63

---

Of them, arrangement C has the lowest stability.

---

Arrangement A

An isolated molecule of CHN3O2, computed with ωB97M-V with the def2-TZVPD basis set.

```
7
Properties=species:S:1:pos:R:3:mulliken_charge:R:1
O 1.806 -0.881 0.135 -0.506
C 0.685 -0.480 0.018 0.473
N 0.118 0.758 0.266 0.084
N -1.205 0.732 0.005 -0.238
N -1.510 -0.390 -0.437 0.051
O -0.380 -1.197 -0.455 -0.143
H 0.476 1.458 0.898 0.280
```

Orbital gap in eV: 11.65
LUMO level in eV: 0.64
SMILES string: O=c1[nH]nno1
HOMO level in eV: -11.01

---

Arrangement B

An isolated molecule of CHN3O2, computed with ωB97M-V with the def2-TZVPD basis set.

```
7
Properties=species:S:1:pos:R:3:mulliken_charge:R:1
O 1.535 -0.118 -0.668 -0.463
C 0.298 -0.065 -0.177 0.537
N -0.579 0.929 -0.546 -0.192
N -1.672 0.668 0.011 -0.030
O -1.519 -0.476 0.745 0.005
N -0.261 -0.936 0.611 -0.210
H 2.199 -0.002 0.023 0.354
```

Orbital gap in eV: 11.65
LUMO level in eV: 0.15
SMILES string: Oc1nnon1
HOMO level in eV: -11.50

---

Of them, arrangement B has the lowest stability.

---

Arrangement A

The ion C3H7O3S with charge -1, computed with ωB97M-V with the def2-TZVPD basis set.

```
14
Properties=species:S:1:pos:R:3:mulliken_charge:R:1
C -1.961 -0.002 0.072 -1.068
C 0.595 0.874 -0.492 -1.032
C -0.390 -0.418 0.251 0.178
O 2.885 1.115 0.795 -0.648
O 2.288 -1.167 -0.038 -0.738
O -0.109 -1.649 -0.293 -0.555
S 2.422 0.307 -0.374 0.440
H -2.395 -0.364 0.979 0.354
H -2.198 1.141 0.046 0.261
H -2.493 -0.436 -0.894 0.249
H 0.389 1.750 0.134 0.343
H 0.145 0.955 -1.403 0.537
H -0.044 -0.257 1.404 0.224
H 0.867 -1.848 -0.187 0.455
```

Orbital gap in eV: 7.27
LUMO level in eV: 3.99
Charge: -1
HOMO level in eV: -3.29

---

Arrangement B

The ion C3H7O3S with charge -1, computed with ωB97M-V with the def2-TZVPD basis set.

```
14
Properties=species:S:1:pos:R:3:mulliken_charge:R:1
C -0.778 1.260 0.142 -1.228
C -0.384 0.009 -0.590 -0.128
C -0.864 -1.253 0.080 -1.097
S 1.754 -0.010 -0.022 1.040
O 1.686 -0.029 1.441 -0.632
O 2.282 -1.244 -0.609 -0.648
O 2.302 1.217 -0.602 -0.654
H -0.329 2.137 -0.321 0.316
H -1.868 1.403 0.196 0.388
H -0.394 1.186 1.158 0.312
H -0.480 0.045 -1.667 0.422
H -0.897 -2.096 -0.613 0.262
H -1.860 -1.123 0.520 0.343
H -0.169 -1.503 0.886 0.304
```

Orbital gap in eV: 8.48
LUMO level in eV: 4.14
Charge: -1
SMILES string: CC(C)S(=O)(=O)[O-]
HOMO level in eV: -4.34

---

Of them, arrangement A has the lowest stability.

---

Arrangement A

A cluster of 2 separate species, C6H12N2O in total, computed with ωB97M-V with the def2-TZVPD basis set.

```
21
Properties=species:S:1:pos:R:3:lowdin_spin:R:1
C 0.006 0.951 0.748 -0.002
C 0.524 1.102 -0.677 0.054
C -0.142 -0.542 0.539 0.038
C -0.346 2.002 -1.503 0.028
C -1.590 -0.916 0.617 0.027
C 0.777 -1.594 1.166 0.024
N 2.013 -1.143 -1.487 0.648
N 0.288 -0.337 -0.889 0.643
O 2.065 -2.310 -1.185 0.510
H 0.667 1.311 1.608 -0.001
H -1.042 1.516 0.898 -0.001
H 1.559 1.461 -0.728 0.019
H -1.408 1.965 -1.334 0.000
H -0.112 1.761 -2.501 0.000
H -0.256 2.978 -1.070 0.002
H -2.022 -0.455 1.544 0.003
H -1.804 -1.923 0.482 0.000
H -2.163 -0.476 -0.254 0.001
H 0.391 -1.654 2.239 0.001
H 1.851 -1.199 1.116 0.001
H 0.745 -2.496 0.669 0.001
```

Orbital gap (alpha / beta) in eV: 8.80 / 8.30
LUMO level (alpha / beta) in eV: 0.91 / -1.11
2S+1: 3
HOMO level (alpha / beta) in eV: -7.89 / -9.41

---

Arrangement B

An isolated molecule of C6H12N2O, computed with ωB97M-V with the def2-TZVPD basis set.

```
21
Properties=species:S:1:pos:R:3:lowdin_spin:R:1
C 0.171 0.018 0.735 0.012
C -0.152 0.880 1.803 0.258
C -0.646 -1.253 0.608 0.102
C 0.626 -0.018 -1.636 0.062
C -0.200 -1.360 -1.842 0.110
C 0.562 2.204 1.963 0.041
N 1.105 0.125 -0.299 0.287
N -1.282 -1.186 -0.809 0.128
O 2.093 1.044 -0.149 0.533
H -0.692 0.464 2.623 0.016
H 0.033 -2.175 0.502 0.021
H -1.592 -1.316 1.319 0.037
H 1.653 0.003 -2.207 0.008
H 0.103 0.984 -2.081 0.037
H -0.665 -1.434 -2.778 0.049
H 0.288 -2.369 -1.636 0.020
H 1.054 2.354 2.991 0.009
H -0.053 3.013 1.649 0.011
H 1.303 2.138 1.265 0.002
H -2.017 -1.814 -0.894 0.139
H -1.691 -0.301 -1.125 0.119
```

Orbital gap (alpha / beta) in eV: 4.50 / 8.26
LUMO level (alpha / beta) in eV: 0.98 / -1.01
2S+1: 3
HOMO level (alpha / beta) in eV: -3.52 / -9.27

---

Of them, arrangement B has the lowest stability.